Record 1
Below is C41H46AsBN5O6P2S4Ti as an isolated structure, with properties calculated with the ωB97M-V functional and the def2-TZVPD basis.

total charge = +1

Geometry as XYZ:
```
107
C41H46AsBN5O6P2S4Ti the ωB97M-V functional and the def2-TZVPD basis
Ti -0.246 -0.306 0.592
C -1.562 -1.290 -3.983
N -1.000 -1.060 -2.646
P -1.751 -0.003 -1.567
C -3.437 -0.604 -1.326
C -4.438 0.285 -0.931
C -5.729 -0.175 -0.720
C -6.022 -1.523 -0.882
C -5.018 -2.417 -1.230
C -3.726 -1.961 -1.445
C -1.919 1.549 -2.496
C -0.799 2.374 -2.594
C -0.815 3.487 -3.419
C -1.948 3.783 -4.163
C -3.058 2.955 -4.091
C -3.045 1.839 -3.267
P 0.694 -1.071 -2.352
C 1.427 -0.444 -3.905
C 1.524 -1.237 -5.053
C 2.024 -0.710 -6.232
C 2.441 0.615 -6.281
C 2.360 1.406 -5.146
C 1.858 0.879 -3.964
C 1.149 -2.831 -2.479
C 2.503 -3.153 -2.565
C 2.901 -4.471 -2.719
C 1.951 -5.482 -2.787
C 0.604 -5.172 -2.672
C 0.205 -3.851 -2.511
H -2.647 -1.363 -3.919
H -1.179 -2.228 -4.384
H -1.301 -0.481 -4.669
H -4.212 1.337 -0.794
H -6.505 0.522 -0.434
H -7.034 -1.877 -0.736
H -5.241 -3.470 -1.339
H -2.939 -2.658 -1.706
H 0.103 2.148 -2.038
H 0.060 4.122 -3.479
H -1.963 4.654 -4.804
H -3.939 3.174 -4.680
H -3.915 1.198 -3.232
H 1.213 -2.274 -5.027
H 2.091 -1.334 -7.113
H 2.835 1.025 -7.201
H 2.694 2.436 -5.176
H 1.827 1.494 -3.073
H 3.251 -2.367 -2.542
H 3.954 -4.710 -2.798
H 2.261 -6.509 -2.927
H -0.141 -5.957 -2.714
H -0.846 -3.611 -2.413
C -4.944 -2.220 2.128
N -4.891 -0.766 2.132
C -5.987 0.045 2.303
C -5.531 1.318 2.298
N -4.166 1.289 2.127
B -3.323 2.615 2.030
N -1.976 2.433 2.802
C -1.817 2.522 4.163
C -0.492 2.485 4.439
N 0.161 2.378 3.234
C 1.598 2.536 3.051
C -0.760 2.313 2.256
S -0.459 2.145 0.556
C -3.788 0.013 2.035
S -2.220 -0.727 2.043
H -5.764 -2.540 1.488
H -5.097 -2.591 3.140
H -4.010 -2.614 1.739
H -6.978 -0.356 2.415
H -6.054 2.251 2.402
H -3.099 2.870 0.881
H -3.967 3.463 2.589
H -2.661 2.622 4.821
H 0.044 2.536 5.370
H 2.117 1.913 3.774
H 1.862 3.586 3.179
H 1.860 2.224 2.043
O 4.181 -0.388 1.275
As 2.688 -0.973 1.980
O 2.594 -0.599 3.545
O 1.535 -0.146 0.960
C 2.767 -2.787 1.336
C 4.037 -3.321 1.162
C 4.192 -4.651 0.788
C 3.084 -5.453 0.579
C 1.809 -4.929 0.736
C 1.661 -3.606 1.111
S 0.026 -2.989 1.320
O 0.145 -1.886 2.294
O -0.856 -4.069 1.585
O -0.324 -2.241 0.044
H 4.581 0.255 1.877
H 4.908 -2.703 1.329
H 5.188 -5.056 0.671
H 3.205 -6.490 0.296
H 0.930 -5.540 0.586
C 3.641 3.833 -1.376
S 2.968 2.243 -0.856
C 4.194 1.156 -1.601
H 4.618 4.010 -0.929
H 2.954 4.606 -1.036
H 3.725 3.887 -2.462
H 4.235 1.298 -2.681
H 3.888 0.135 -1.383
H 5.179 1.320 -1.167
```

---

Record 2
Below is C41H46AsCaN8O2S2 as an isolated structure, with properties calculated with the ωB97M-V functional and the def2-TZVPD basis.

total charge = +1

Geometry as XYZ:
```
101
C41H46AsCaN8O2S2 the ωB97M-V functional and the def2-TZVPD basis
Ca 0.452 -0.041 -0.104
C -4.145 -0.823 0.669
C -2.814 -0.426 0.116
N -1.697 -0.829 0.611
N -1.806 -1.757 1.608
C -0.755 -1.839 2.407
N -0.806 -2.934 3.220
S 0.603 -0.785 2.582
C -2.730 0.477 -1.061
C -3.819 0.634 -1.918
C -3.707 1.477 -3.010
C -2.514 2.150 -3.220
C -1.479 1.927 -2.328
N -1.569 1.114 -1.281
H -4.087 -0.823 1.756
H -4.400 -1.846 0.381
H -4.941 -0.157 0.349
H -1.687 -3.423 3.248
H -0.251 -2.919 4.057
H -4.735 0.096 -1.734
H -4.543 1.607 -3.684
H -2.383 2.833 -4.047
H -0.524 2.430 -2.449
C 10.515 9.952 0.210
O 10.732 8.551 0.171
C 9.652 7.742 0.179
C 9.926 6.372 0.161
C 8.891 5.464 0.163
C 7.563 5.894 0.184
C 7.302 7.260 0.201
C 8.333 8.185 0.199
C 6.439 4.960 0.183
N 5.172 5.300 0.093
C 4.483 4.118 0.123
C 5.339 3.048 0.236
N 6.598 3.600 0.275
C 4.889 1.699 0.317
C 5.726 0.587 0.497
C 5.169 -0.663 0.588
C 3.780 -0.785 0.469
N 2.980 0.241 0.271
C 3.498 1.480 0.221
C 2.572 2.610 0.115
N 1.245 2.352 0.096
C 0.409 3.371 0.104
C 0.813 4.711 0.098
C 2.155 4.991 0.075
C 3.065 3.925 0.091
H 11.502 10.405 0.218
H 9.975 10.241 1.116
H 9.966 10.289 -0.673
H 10.958 6.050 0.145
H 9.144 4.411 0.139
H 6.276 7.598 0.218
H 8.096 9.238 0.214
H 7.475 3.122 0.369
H 6.798 0.713 0.579
H 5.774 -1.544 0.749
H 3.300 -1.755 0.541
H -0.646 3.121 0.113
H 0.069 5.494 0.114
H 2.532 6.005 0.064
C 0.630 -4.798 0.588
As 0.835 -3.249 -0.574
C 2.500 -3.792 -1.449
C -0.527 -3.686 -1.938
C -0.238 -4.877 -2.787
C -0.686 -6.144 -2.420
C -0.386 -7.256 -3.192
C 0.365 -7.120 -4.349
C 0.814 -5.864 -4.729
C 0.516 -4.755 -3.953
H 0.807 -5.716 0.028
H -0.373 -4.802 1.011
H 1.340 -4.720 1.411
H 2.367 -4.714 -2.014
H 3.238 -3.965 -0.664
H 2.873 -3.012 -2.114
H -0.672 -2.782 -2.532
H -1.439 -3.834 -1.352
H -1.284 -6.257 -1.523
H -0.748 -8.230 -2.889
H 0.594 -7.986 -4.955
H 1.397 -5.748 -5.633
H 0.881 -3.779 -4.255
C -0.765 -0.603 -4.905
C 0.507 0.225 -4.854
S 1.652 -0.451 -3.636
O 0.850 -0.443 -2.352
C 2.807 0.935 -3.537
C 4.218 0.477 -3.232
H -1.443 -0.180 -5.646
H -1.265 -0.590 -3.937
H -0.564 -1.638 -5.180
H 0.300 1.261 -4.577
H 1.046 0.223 -5.805
H 2.398 1.576 -2.749
H 2.747 1.482 -4.480
H 4.257 -0.098 -2.309
H 4.865 1.347 -3.116
H 4.621 -0.138 -4.036
```

---

Record 3
Below is C41H46BrN7O5PSSc as an isolated structure, with properties calculated with the ωB97M-V functional and the def2-TZVPD basis.

total charge = +2

Geometry as XYZ:
```
103
C41H46BrN7O5PSSc the ωB97M-V functional and the def2-TZVPD basis
Sc -0.497 0.238 -1.332
O 0.958 -1.608 -3.434
S 1.707 -0.684 -2.617
O 1.532 -0.958 -1.166
N 0.995 0.746 -2.776
C 1.527 2.036 -2.639
C 2.780 2.491 -2.970
C 3.098 3.864 -2.868
C 2.177 4.788 -2.463
C 0.884 4.357 -2.086
C -0.131 5.235 -1.651
C -1.340 4.733 -1.243
C -1.525 3.345 -1.237
N -0.610 2.493 -1.664
C 0.582 2.980 -2.127
C 3.395 -0.684 -3.052
C 4.356 -0.703 -2.050
C 5.695 -0.675 -2.415
C 6.043 -0.623 -3.758
C 5.067 -0.612 -4.747
C 3.727 -0.648 -4.401
H 3.530 1.819 -3.355
H 4.092 4.181 -3.151
H 2.418 5.841 -2.427
H 0.057 6.301 -1.648
H -2.141 5.381 -0.918
H -2.452 2.919 -0.870
H 4.054 -0.749 -1.013
H 6.463 -0.701 -1.656
H 7.087 -0.603 -4.040
H 5.352 -0.586 -5.790
H 2.954 -0.658 -5.157
C -3.460 1.063 -2.792
O -2.704 0.150 -1.957
C -3.338 -1.055 -1.651
C -4.703 -1.214 -1.551
C -5.182 -2.483 -1.229
Br -7.041 -2.737 -1.095
C -4.330 -3.546 -0.995
C -2.945 -3.379 -1.080
C -2.478 -2.123 -1.434
O -1.120 -1.810 -1.554
C -2.075 -4.527 -0.819
N -2.504 -5.755 -0.867
C -1.416 -6.538 -0.538
C -1.315 -7.928 -0.437
C -0.093 -8.451 -0.075
C 1.015 -7.623 0.180
C 0.936 -6.249 0.078
C -0.301 -5.727 -0.286
N -0.740 -4.432 -0.492
H -3.939 0.503 -3.593
H -2.747 1.770 -3.205
H -4.207 1.581 -2.193
H -5.390 -0.397 -1.717
H -4.712 -4.524 -0.742
H -0.635 -2.335 -2.222
H -2.171 -8.557 -0.635
H 0.025 -9.522 0.016
H 1.954 -8.080 0.460
H 1.794 -5.619 0.271
H -0.237 -3.595 -0.259
O -0.692 0.398 0.591
P -0.282 1.041 1.938
N 1.334 1.207 1.998
C 2.207 0.685 3.068
C 3.459 1.538 2.912
C 3.572 1.708 1.399
C 2.119 1.842 0.929
N -0.960 2.516 2.085
C -2.425 2.648 2.204
C -2.644 4.143 2.429
C -1.350 4.597 3.103
C -0.281 3.792 2.375
N -0.826 0.032 3.087
C -1.529 -1.244 2.813
C -2.020 -1.683 4.191
C -2.217 -0.369 4.942
C -1.015 0.451 4.489
H 2.425 -0.374 2.903
H 1.736 0.795 4.043
H 4.335 1.070 3.355
H 3.312 2.505 3.395
H 4.025 0.821 0.953
H 4.171 2.569 1.109
H 1.970 1.316 -0.021
H 1.828 2.889 0.794
H -2.788 2.059 3.052
H -2.928 2.275 1.308
H -3.531 4.337 3.028
H -2.771 4.656 1.474
H -1.360 4.336 4.162
H -1.182 5.669 3.026
H 0.614 3.625 2.973
H 0.011 4.289 1.443
H -0.853 -1.972 2.361
H -2.362 -1.072 2.127
H -1.257 -2.285 4.687
H -2.926 -2.282 4.124
H -2.245 -0.494 6.022
H -3.147 0.116 4.634
H -0.134 0.201 5.086
H -1.168 1.530 4.547
```

---

Record 4
Below is C41H46MnN3O2SSbSi2 as an isolated structure, with properties calculated with the ωB97M-V functional and the def2-TZVPD basis.

spin multiplicity = 5
total charge = +1

Geometry as XYZ:
```
97
C41H46MnN3O2SSbSi2 the ωB97M-V functional and the def2-TZVPD basis
Mn -0.698 0.583 -0.076
C -2.001 -6.775 -1.738
O -2.013 -6.997 -0.338
C -0.964 -6.542 0.384
C -0.963 -6.879 1.738
C 0.075 -6.468 2.545
C 1.098 -5.668 2.038
C 1.111 -5.360 0.683
C 0.090 -5.799 -0.147
N 2.138 -5.342 2.973
N 2.729 -4.254 2.976
C 2.289 -3.147 2.176
C 3.198 -2.546 1.349
C 2.860 -1.434 0.556
C 1.602 -0.880 0.626
O 1.241 0.204 -0.044
C 0.651 -1.483 1.510
N -0.593 -0.924 1.534
C -1.487 -1.383 2.380
C -1.205 -2.415 3.288
C 0.023 -3.014 3.250
C 0.990 -2.583 2.315
H -2.891 -7.260 -2.127
H -1.115 -7.218 -2.200
H -2.039 -5.707 -1.969
H -1.771 -7.486 2.122
H 0.112 -6.757 3.588
H 1.930 -4.800 0.254
H 0.133 -5.567 -1.201
H 4.195 -2.968 1.292
H 3.589 -0.989 -0.109
H -2.469 -0.926 2.355
H -1.960 -2.725 3.996
H 0.261 -3.808 3.945
S -0.668 2.701 0.984
Sb 1.566 2.831 1.570
C 1.625 4.628 2.654
C 2.072 4.633 3.970
C 2.050 5.815 4.698
C 1.583 6.981 4.112
C 1.136 6.974 2.797
C 1.152 5.798 2.065
C 2.010 1.356 2.991
C 3.253 0.753 3.143
C 3.426 -0.220 4.118
C 2.369 -0.578 4.940
C 1.132 0.035 4.796
C 0.946 0.999 3.816
C 2.825 3.071 -0.085
C 2.347 3.876 -1.113
C 3.128 4.082 -2.242
C 4.374 3.482 -2.342
C 4.847 2.680 -1.313
C 4.075 2.472 -0.180
H 2.439 3.724 4.433
H 2.397 5.823 5.723
H 1.564 7.901 4.681
H 0.771 7.886 2.342
H 0.787 5.799 1.045
H 4.093 1.029 2.522
H 4.389 -0.701 4.232
H 2.511 -1.339 5.696
H 0.310 -0.237 5.445
H -0.025 1.466 3.695
H 1.364 4.330 -1.051
H 2.759 4.708 -3.044
H 4.980 3.641 -3.224
H 5.822 2.216 -1.391
H 4.457 1.844 0.612
C -4.142 -0.787 -2.744
Si -2.912 0.100 -1.665
C -2.533 1.828 -2.305
C -3.633 0.287 0.073
C -1.262 -0.793 -1.486
Si -0.059 -0.846 -2.947
C 1.212 -2.178 -2.647
C -1.049 -1.270 -4.482
C 0.758 0.831 -3.195
H -5.125 -0.331 -2.604
H -4.221 -1.843 -2.483
H -3.879 -0.716 -3.798
H -3.366 2.502 -2.100
H -2.366 1.809 -3.384
H -1.644 2.298 -1.868
H -4.522 0.921 0.029
H -2.981 0.763 0.819
H -3.924 -0.686 0.474
H -1.389 -1.789 -1.048
H 0.744 -3.158 -2.531
H 1.798 -1.974 -1.751
H 1.901 -2.239 -3.493
H -1.674 -2.153 -4.337
H -0.366 -1.479 -5.308
H -1.692 -0.443 -4.789
H 0.834 1.411 -2.272
H 0.231 1.435 -3.935
H 1.785 0.696 -3.543
```

---

Energy relative to the best compared isomer or geometry (same formula, charge and spin), respectively: 17.6; 0.0; 12.6; 2.4 kcal per mole.